No. 1
96
Properties=species:S:1:pos:R:3:lowdin_charge:R:1 method="wB97M-V/def2-TZVPD" e_tot_ev=-155446.232 spin_multiplicity=2 orbital_gap_ev="5.26 / 7.52" e_homo_ev="-8.26 / -10.65" de_lowest_kcal_mol=39.3 charge=+1
Ti -0.416 -0.491 0.226 1.14
C -1.152 -3.499 3.074 0.01
C -0.908 -2.883 1.722 -0.39
O -0.947 -1.598 1.629 -0.12
C -0.760 -3.725 0.631 0.00
C -1.057 -3.279 -0.677 -0.28
C -1.547 -4.237 -1.718 0.00
N -1.129 -1.982 -0.898 -0.06
N -2.123 -1.576 -1.768 0.15
C -2.653 -0.498 -1.283 -0.41
O -2.082 0.115 -0.267 -0.19
C -3.997 -0.085 -1.714 -0.17
C -4.559 -0.539 -2.905 -0.03
C -5.853 -0.179 -3.235 -0.06
C -6.601 0.616 -2.376 -0.07
C -6.058 1.037 -1.172 -0.07
C -4.758 0.692 -0.842 -0.04
H -1.061 -2.757 3.864 0.09
H -0.477 -4.334 3.258 0.09
H -2.173 -3.888 3.098 0.10
H -0.724 -4.791 0.805 0.12
H -1.110 -5.223 -1.578 0.09
H -1.321 -3.851 -2.709 0.09
H -2.632 -4.329 -1.646 0.10
H -3.970 -1.170 -3.558 0.11
H -6.289 -0.520 -4.164 0.11
H -7.612 0.894 -2.640 0.11
H -6.643 1.641 -0.492 0.11
H -4.316 1.012 0.093 0.11
S 1.407 2.007 7.515 1.03
N 2.526 1.476 6.479 -0.21
C 1.964 1.390 5.290 -0.30
C 2.623 1.017 4.062 -0.11
C 3.954 0.673 4.009 -0.01
C 4.549 0.381 2.760 -0.06
C 3.807 0.533 1.630 -0.08
N 2.498 0.863 1.673 0.11
C 1.838 1.064 2.871 -0.13
C 0.453 1.353 2.868 -0.13
N -0.271 1.297 1.680 0.04
C -1.460 1.922 1.674 -0.14
C -2.074 2.463 2.785 -0.03
C -1.447 2.349 4.020 0.01
C -0.177 1.811 4.072 -0.09
C 0.593 1.782 5.290 -0.30
N 0.170 2.145 6.486 -0.22
H 4.530 0.654 4.922 0.12
H 5.589 0.100 2.701 0.11
H 4.229 0.405 0.642 0.13
H -1.936 2.016 0.708 0.07
H -3.032 2.949 2.682 0.11
H -1.904 2.709 4.930 0.12
C -0.502 4.028 -3.208 -0.32
As -1.416 2.497 -2.325 1.12
C -1.239 1.255 -3.842 -0.28
C -3.194 3.205 -2.814 -0.30
H -0.928 4.195 -4.197 0.02
H 0.568 3.860 -3.324 0.00
H -0.643 4.934 -2.617 0.02
H -1.289 1.805 -4.781 0.03
H -2.045 0.525 -3.818 0.00
H -0.295 0.712 -3.800 0.01
H -3.284 3.295 -3.896 0.03
H -3.324 4.192 -2.371 0.03
H -3.996 2.568 -2.454 -0.01
C 1.955 -2.155 3.091 -0.01
N 2.219 -3.037 1.971 -0.04
C 2.993 -4.228 2.289 -0.13
C 2.662 -5.323 1.298 -0.14
C 2.937 -4.788 -0.091 -0.14
N 2.269 -3.511 -0.301 -0.05
C 2.078 -3.127 -1.691 -0.01
C 1.930 -2.673 0.698 -0.41
O 1.368 -1.557 0.460 -0.08
H 1.242 -1.394 2.801 0.07
H 1.539 -2.738 3.914 0.10
H 2.877 -1.683 3.432 0.09
H 2.733 -4.531 3.303 0.13
H 4.066 -4.001 2.268 0.14
H 1.610 -5.597 1.398 0.11
H 3.269 -6.207 1.488 0.13
H 2.570 -5.484 -0.847 0.13
H 4.016 -4.674 -0.237 0.14
H 3.012 -2.776 -2.134 0.11
H 1.361 -2.320 -1.760 0.06
H 1.721 -3.988 -2.257 0.10
N 1.805 2.654 -0.552 0.02
C 2.220 1.921 -1.743 -0.15
C 1.539 0.557 -1.810 -0.56
O 1.940 -0.295 -2.564 0.10
O 0.484 0.419 -1.033 -0.21
H 2.244 3.566 -0.525 0.10
H 2.078 1.318 0.845 0.10
H 0.797 2.794 -0.577 0.03
H 3.299 1.766 -1.729 0.13
H 1.973 2.432 -2.681 0.11



No. 2
99
Properties=species:S:1:pos:R:3:lowdin_charge:R:1 method="wB97M-V/def2-TZVPD" e_tot_ev=-163882.299 spin_multiplicity=4 orbital_gap_ev="4.87 / 6.04" e_homo_ev="-0.88 / -2.05" de_lowest_kcal_mol=5.3 charge=-2
V 0.391 0.846 -0.467 0.59
Cl -7.030 -2.454 2.332 0.59
C -5.432 -2.497 1.660 -0.74
C -4.891 -1.377 1.022 -0.71
Cl -5.831 0.076 0.932 0.64
C -3.628 -1.413 0.464 -0.59
Cl -2.959 -0.021 -0.307 0.79
C -2.804 -2.590 0.485 -0.53
O -1.672 -2.645 -0.054 -0.12
C -3.392 -3.699 1.180 -0.62
Cl -2.414 -5.124 1.297 0.65
C -4.657 -3.653 1.735 -0.72
Cl -5.299 -5.053 2.538 0.62
N -0.118 -1.617 2.076 0.19
C -0.115 -0.367 2.576 -0.44
N -0.149 -0.284 3.917 0.14
C -0.155 0.969 4.392 -0.49
N -0.132 1.078 5.771 0.11
N -0.220 2.080 3.699 0.15
C -0.227 1.909 2.347 -0.31
N -0.064 0.681 1.738 0.10
C -0.403 3.030 1.510 -0.24
C -0.621 4.330 2.040 -0.04
C -0.826 5.379 1.195 -0.11
C -0.816 5.150 -0.199 -0.09
C -0.574 3.871 -0.646 -0.16
N -0.360 2.817 0.151 0.02
H -0.359 -2.328 2.746 0.10
H -0.417 -1.801 1.120 0.06
H 0.247 0.271 6.237 0.07
H 0.189 1.972 6.102 0.08
H -0.623 4.442 3.114 0.09
H -0.999 6.374 1.590 0.09
H -0.980 5.944 -0.915 0.09
H -0.547 3.662 -1.703 0.08
O 4.246 -3.999 1.692 -0.58
S 2.949 -3.243 1.771 0.91
C 2.423 -3.448 3.518 -0.32
C 2.728 -2.163 4.290 -0.24
C 3.830 -1.437 3.520 -0.23
C 3.391 -1.514 2.065 -0.35
H 3.041 -4.289 3.835 0.08
H 1.375 -3.742 3.557 0.07
H 3.015 -2.384 5.321 0.10
H 1.831 -1.540 4.315 0.07
H 4.789 -1.947 3.641 0.11
H 3.946 -0.402 3.845 0.11
H 4.157 -1.278 1.329 0.08
H 2.508 -0.906 1.862 0.06
O -1.786 1.940 -2.674 0.06
B -0.638 1.111 -2.405 -0.49
O -0.399 0.406 -3.636 0.08
C -1.320 0.804 -4.544 -0.22
C -1.471 0.415 -5.857 0.00
C -2.521 0.992 -6.577 -0.12
C -3.373 1.918 -5.988 -0.12
C -3.210 2.308 -4.656 0.00
C -2.171 1.735 -3.957 -0.23
H -0.800 -0.308 -6.304 0.11
H -2.673 0.710 -7.611 0.09
H -4.180 2.345 -6.571 0.09
H -3.868 3.025 -4.184 0.11
C 0.533 -2.166 -2.131 -0.05
C 0.635 -0.997 -1.220 -0.41
O 1.459 -0.961 -0.294 -0.14
H 1.099 -3.019 -1.752 0.08
H 0.917 -1.849 -3.104 0.08
H -0.518 -2.425 -2.248 0.07
C 3.955 0.358 -1.484 -0.22
Si 2.679 1.790 -1.360 0.75
C 3.543 2.957 -0.026 -0.64
C 2.950 4.367 -0.034 -0.10
C 3.236 2.335 1.342 -0.11
C 5.068 3.058 -0.129 -0.12
C 2.865 2.612 -3.139 -0.64
C 1.743 3.613 -3.417 -0.11
C 2.751 1.482 -4.172 -0.12
C 4.201 3.313 -3.398 -0.12
H 4.903 0.664 -1.942 0.02
H 3.551 -0.472 -2.067 0.02
H 4.172 -0.044 -0.491 0.00
H 1.863 4.352 0.073 0.05
H 3.186 4.909 -0.954 0.06
H 3.353 4.955 0.805 0.08
H 2.164 2.307 1.550 0.05
H 3.711 2.923 2.143 0.08
H 3.618 1.312 1.412 0.06
H 5.401 3.541 -1.047 0.05
H 5.542 2.075 -0.079 0.07
H 5.457 3.652 0.713 0.07
H 0.767 3.124 -3.402 0.05
H 1.870 4.062 -4.413 0.08
H 1.717 4.423 -2.683 0.06
H 1.865 0.865 -4.010 0.06
H 3.627 0.830 -4.146 0.07
H 2.682 1.908 -5.184 0.08
H 4.319 4.219 -2.801 0.06
H 4.264 3.610 -4.457 0.07
H 5.052 2.659 -3.191 0.07



No. 3
127
Properties=species:S:1:pos:R:3:lowdin_charge:R:1 method="wB97M-V/def2-TZVPD" e_tot_ev=-486741.652 spin_multiplicity=1 orbital_gap_ev=8.61 e_homo_ev=-11.54 charge=+1
C 3.599 -3.005 5.527 -0.06
C 4.478 -3.072 4.339 -0.30
O 4.210 -1.965 3.519 -0.15
C 4.761 -2.173 2.257 -0.23
C 4.407 -1.105 1.293 -0.18
O 3.011 -0.866 1.257 -0.10
C 2.649 -0.571 -0.062 -0.17
N 1.221 -0.523 -0.252 0.10
C 0.238 -0.868 0.670 -0.27
N -0.074 -2.123 0.971 -0.02
C 0.654 -3.336 0.537 -0.37
C 0.126 -3.993 -0.718 -0.03
F 1.988 -3.164 0.428 0.07
P -1.598 -2.428 1.878 0.64
O -1.124 -3.449 2.987 -0.36
Cl -2.694 -3.625 0.623 0.36
N -0.395 0.218 1.067 0.07
C -0.649 0.469 2.475 -0.19
N 0.568 0.521 3.292 -0.04
C 0.576 -0.448 4.382 -0.10
C -0.163 1.385 0.145 -0.22
C -1.462 1.964 -0.382 -0.08
C -2.649 1.996 0.527 -0.34
C -3.259 0.908 1.018 -0.09
C -4.344 1.006 1.776 -0.08
C -4.845 2.183 2.082 -0.08
C -4.237 3.283 1.616 -0.07
C -3.166 3.176 0.837 -0.19
N 0.599 2.369 0.899 0.11
C 1.991 2.712 0.553 -0.36
C 3.160 2.353 1.393 0.01
O 2.179 3.492 -0.373 0.13
C -0.010 3.615 1.354 -0.41
C 0.125 3.860 2.808 0.04
O -0.451 4.463 0.609 0.13
C 0.532 0.574 -0.969 -0.19
C -0.524 -0.247 -1.761 -0.14
O 0.005 -1.483 -2.136 -0.13
O -0.854 -1.893 -3.223 -0.04
C 1.319 1.298 -2.041 -0.29
F 1.597 0.438 -3.071 0.05
C 0.648 2.513 -2.614 -0.17
C 1.532 3.089 -3.717 -0.05
H 3.836 -2.158 6.141 0.08
H 2.592 -2.969 5.178 0.05
H 3.712 -3.914 6.085 0.08
H 5.512 -3.084 4.656 0.12
H 4.269 -3.995 3.823 0.12
H 5.841 -2.215 2.314 0.13
H 4.453 -3.127 1.856 0.12
H 4.776 -1.453 0.339 0.13
H 4.959 -0.214 1.555 0.12
H 3.134 0.319 -0.416 0.12
H 3.057 -1.363 -0.668 0.13
H 0.529 -4.042 1.333 0.13
H 0.008 -5.037 -0.533 0.08
H -0.768 -3.549 -1.090 0.02
H 0.898 -3.913 -1.451 0.09
H -1.943 -3.729 3.417 0.03
H -1.239 1.352 2.581 0.11
H -1.283 -0.265 2.917 0.05
H 1.349 0.330 2.681 0.07
H 1.279 -0.113 5.118 0.08
H 0.930 -1.417 4.076 0.06
H -0.377 -0.499 4.873 0.08
H -1.800 1.402 -1.227 0.09
H -1.283 2.924 -0.796 0.10
H -2.864 -0.050 0.771 0.09
H -4.819 0.116 2.117 0.12
H -5.715 2.292 2.686 0.12
H -4.605 4.258 1.840 0.12
H -2.740 4.073 0.466 0.11
H 2.962 1.784 2.282 0.08
H 3.549 3.305 1.695 0.02
H 3.921 1.911 0.792 0.09
H 0.216 4.909 2.997 0.09
H 0.996 3.365 3.193 0.08
H -0.705 3.439 3.346 0.09
H -1.429 -0.394 -1.184 0.13
H -0.848 0.277 -2.634 0.12
H -0.282 -2.456 -3.755 0.04
H 2.287 1.620 -1.716 0.12
H -0.272 2.234 -3.087 0.10
H 0.510 3.282 -1.883 0.10
H 2.557 2.909 -3.457 0.08
H 1.382 2.564 -4.634 0.07
H 1.369 4.138 -3.832 0.08
C -2.087 -3.348 -6.598 -2.02
Cl -1.878 -3.084 -8.327 0.54
Cl -3.353 -4.530 -6.309 0.49
Cl -0.555 -3.943 -5.916 0.55
Cl -2.526 -1.825 -5.824 0.55
C -4.784 2.525 -3.262 -2.00
Cl -3.433 2.633 -4.404 0.51
Cl -5.996 3.749 -3.623 0.55
Cl -5.518 0.925 -3.382 0.54
Cl -4.150 2.767 -1.617 0.72
C 5.581 6.093 3.073 -2.05
Cl 4.912 4.494 3.434 0.52
Cl 7.212 5.902 2.431 0.53
Cl 4.561 6.892 1.877 0.54
Cl 5.632 7.049 4.549 0.55
C -2.957 6.977 -4.861 -2.06
Cl -3.097 5.817 -3.537 0.48
Cl -3.110 8.615 -4.231 0.54
Cl -1.384 6.786 -5.640 0.52
Cl -4.236 6.671 -6.035 0.53
C 7.392 1.345 5.308 -2.06
Cl 8.970 0.712 5.766 0.54
Cl 7.589 2.683 4.189 0.50
Cl 6.445 0.072 4.518 0.55
Cl 6.534 1.894 6.747 0.54
C -5.092 -7.002 -9.228 -2.05
Cl -6.839 -6.761 -9.203 0.51
Cl -4.608 -7.949 -7.815 0.52
Cl -4.639 -7.863 -10.698 0.54
Cl -4.274 -5.437 -9.192 0.48
C -7.528 -3.276 -6.625 -2.05
Cl -8.258 -2.804 -5.089 0.53
Cl -8.757 -3.278 -7.887 0.54
Cl -6.250 -2.132 -7.046 0.51
Cl -6.836 -4.891 -6.481 0.49
C -0.851 -5.379 6.076 -2.05
Cl -1.108 -3.623 6.078 0.54
Cl 0.296 -5.820 4.807 0.53
Cl -0.217 -5.875 7.637 0.56
Cl -2.392 -6.181 5.772 0.54